No. 1
12 unconnected molecules or ions with the total composition H24O12 at a distorted geometry, computed with ωB97M-V/def2-TZVPD.

```
! wB97M-V def2-TZVPD RIJCOSX def2/J DEFGRID3
* xyz 0 1
O 28.235 -13.242 -7.843
O 26.129 -11.136 -10.927
H 28.797 -10.396 -12.217
H 29.446 -8.399 -11.188
O 26.716 -8.651 -9.601
H 29.682 -10.320 -10.110
O 28.461 -9.567 -11.918
O 29.072 -10.702 -9.491
O 29.448 -10.440 -6.742
H 26.653 -10.017 -8.107
H 27.246 -9.326 -10.076
H 29.139 -13.783 -9.790
O 31.519 -8.913 -7.962
H 30.411 -10.446 -6.805
H 32.158 -9.689 -12.181
H 29.065 -10.440 -7.620
O 32.074 -9.864 -11.262
H 26.443 -11.074 -9.001
H 25.603 -10.440 -11.363
H 31.994 -11.910 -8.734
H 30.590 -8.917 -7.813
O 28.975 -13.518 -10.689
H 27.563 -9.390 -12.223
H 27.504 -12.631 -7.877
O 31.406 -12.060 -8.007
H 28.743 -11.554 -9.770
H 30.531 -11.759 -8.377
H 25.819 -8.848 -9.798
H 29.772 -8.014 -9.766
H 29.830 -13.213 -10.936
H 31.676 -8.590 -8.846
H 27.819 -14.075 -8.146
H 32.240 -10.832 -11.199
H 26.691 -11.548 -11.673
O 26.531 -10.970 -8.063
O 29.987 -7.868 -10.686
*
```

Properties
ΔE to the lowest compared entry with this formula, charge and spin   2.6623 eV
Electronic energy   -24959.032 eV
Frontier orbital gap   9.395 eV
HOMO   -10.3 eV

natural (NBO) atomic charge list, values in e, 2 entries: O -0.957; O -0.955


No. 2
12 unconnected molecules or ions with the total composition H24O12, computed with ωB97M-V/def2-TZVPD.

```
! wB97M-V def2-TZVPD RIJCOSX def2/J DEFGRID3
* xyz 0 1
H 1.382 -3.472 1.280
H 0.287 -3.322 2.488
H 4.089 1.667 0.114
H -2.496 0.081 -3.985
H 0.635 0.900 -0.267
H -5.611 -0.301 0.665
H -0.376 -3.745 3.789
O 0.520 -0.054 -0.341
H -1.904 0.173 -2.589
H -0.937 3.333 1.648
O -5.211 -0.070 1.511
H 1.714 -1.671 4.111
H -1.769 -3.251 -0.097
H 4.052 3.499 -1.107
O -0.441 -3.098 3.078
O 1.864 -3.959 0.603
H 1.752 3.621 -3.159
O -2.427 -0.404 -3.155
H -5.458 0.338 -1.400
H 0.314 4.110 -3.215
H 3.134 -1.281 4.486
H -4.281 -0.297 1.401
H 3.694 1.170 -1.267
H -4.006 0.035 -1.733
O -0.913 -2.900 0.171
O 1.006 3.852 -2.595
O 4.111 3.788 -2.024
H -0.118 -0.268 0.350
H -0.493 2.848 0.278
O 4.329 1.019 -0.558
H -0.742 -2.192 -0.461
H 4.278 2.975 -2.516
H 2.657 -4.268 1.055
O 2.594 -2.041 4.242
O -4.881 -0.368 -1.715
O -0.350 3.555 0.917
*
```

Properties
ΔE to the lowest compared entry with this formula, charge and spin   3.1308 eV
Electronic energy   -24958.564 eV
Frontier orbital gap   10.851 eV
HOMO   -11.3 eV

natural (NBO) atomic charge list, values in e, 2 entries: H 0.445; H 0.453


No. 3
12 unconnected molecules or ions with the total composition H24O12 at a distorted geometry, computed with ωB97M-V/def2-TZVPD.

```
! wB97M-V def2-TZVPD RIJCOSX def2/J DEFGRID3
* xyz 0 1
H 0.214 0.708 4.934
H 3.058 -2.271 -3.291
H 0.462 3.034 3.510
O -2.612 -3.243 -0.195
H 3.648 -0.013 -1.704
H -0.498 1.258 0.770
O -0.577 0.837 -0.077
O -0.164 1.452 4.469
O -0.469 -1.859 1.317
H -0.553 1.184 3.633
H -0.183 2.553 2.325
H -3.475 -2.904 -0.426
O -0.939 -2.946 -3.634
H -0.348 -2.176 -3.737
O 4.465 0.491 -1.566
H -2.724 -3.964 0.426
H -0.535 1.469 -2.352
H -2.099 1.172 2.998
O 1.914 1.180 2.820
H 2.525 0.792 3.454
O -0.218 3.322 2.889
H 3.428 -1.933 -1.752
H 2.450 1.940 2.551
O -0.943 2.338 -2.358
H -1.362 2.317 -3.229
H -0.866 -1.461 2.102
O -1.564 0.284 -4.227
H -0.457 -3.161 -2.816
O -2.110 0.232 2.786
H -0.771 0.712 -3.912
H -1.205 -2.419 1.021
O 3.178 -1.603 -2.616
H -2.884 -0.045 3.288
H 4.783 0.230 -0.696
H -1.805 -0.470 -3.684
H 0.032 0.093 0.040
*
```

Properties
ΔE to the lowest compared entry with this formula, charge and spin   3.8366 eV
Electronic energy   -24957.858 eV
Frontier orbital gap   10.643 eV
HOMO   -10.8 eV

natural (NBO) atomic charge list, values in e, 2 entries: H 0.472; H 0.494


No. 4
12 unconnected molecules or ions with the total composition H24O12 at a distorted geometry, computed with ωB97M-V/def2-TZVPD.

```
! wB97M-V def2-TZVPD RIJCOSX def2/J DEFGRID3
* xyz 0 1
O -1.542 -3.147 -0.863
H 1.169 -0.909 -2.313
O -1.442 1.366 -2.590
H -0.556 -0.858 3.204
O 0.874 -1.414 -1.564
H -2.333 2.571 1.115
O -0.292 0.550 -0.092
H 1.231 3.258 -1.463
H 1.564 -1.032 1.704
H 2.730 0.378 -3.214
H -1.841 1.496 -1.706
O 1.321 -1.917 1.541
H 0.334 -0.058 -0.485
H -0.081 1.667 2.969
H -1.974 1.293 1.970
H -2.212 -3.446 -1.520
H 1.414 -1.868 0.596
O -1.958 -1.207 1.122
H 3.797 -0.095 -1.172
H -2.814 -0.766 0.904
O -0.100 0.766 2.600
H 0.157 -1.914 -1.892
H 0.270 0.954 1.749
O -0.948 -1.502 3.800
H 0.469 2.032 -1.028
H -0.890 0.027 0.430
H -0.553 1.712 -2.479
O -2.637 1.945 1.765
O 1.772 0.402 -3.227
O 3.666 0.799 -0.977
H -1.958 -1.481 2.030
H -1.851 -2.410 -0.309
H 2.792 0.967 -0.566
H 1.616 1.135 -2.691
O 1.034 2.359 -1.751
H -0.231 -1.654 4.403
*
```

Properties
ΔE to the lowest compared entry with this formula, charge and spin   1.5520 eV
Electronic energy   -24960.142 eV
Frontier orbital gap   10.615 eV
HOMO   -11.0 eV

natural (NBO) atomic charge list, values in e, 2 entries: O -0.986; H 0.499


No. 5
A molecular structure, H24O12 at a distorted geometry, computed with ωB97M-V/def2-TZVPD.

```
! wB97M-V def2-TZVPD RIJCOSX def2/J DEFGRID3
* xyz 0 1
H 22.893 1.365 6.663
H 22.619 -0.044 4.076
H 20.640 -0.540 3.954
H 22.485 0.294 5.675
O 22.291 -1.946 2.114
O 23.163 0.516 6.314
O 21.728 -2.814 5.464
H 22.402 -1.006 1.974
H 22.858 -2.109 4.397
H 24.640 -1.826 5.228
H 21.351 -2.095 2.016
O 22.821 -0.978 4.129
H 22.028 -1.413 3.815
H 21.383 -2.686 6.348
O 23.378 -2.913 4.410
H 23.811 1.205 4.116
H 20.659 -0.685 6.563
O 21.801 -3.394 3.536
O 24.701 0.354 3.939
H 20.886 -3.537 3.296
H 21.267 -1.100 5.240
O 21.467 -0.634 6.052
O 23.502 2.063 4.407
H 24.156 2.351 5.043
H 22.077 -2.651 2.999
H 24.266 -2.628 4.192
H 25.324 0.828 3.388
O 24.011 -1.295 5.716
H 24.250 -0.238 3.337
O 20.650 -1.353 4.460
H 23.318 -1.103 5.085
H 21.242 1.156 4.758
H 22.665 1.321 4.269
H 21.109 -2.355 4.896
H 20.131 -1.966 3.939
O 21.922 0.718 4.246
*
```

Properties
ΔE to the lowest compared entry with this formula, charge and spin   34.2101 eV
Electronic energy   -24927.484 eV
Frontier orbital gap   5.465 eV
HOMO   -6.3 eV

natural (NBO) atomic charge list, values in e, 2 entries: H 0.411; H 0.462


No. 6
A molecular structure, H24O12Xe at a distorted geometry, computed with ωB97M-V/def2-TZVPD.

```
! wB97M-V def2-TZVPD RIJCOSX def2/J DEFGRID3
* xyz 0 1
H -0.536 3.445 -0.161
O 0.085 0.703 -2.852
O -3.325 -1.817 1.705
Xe -0.083 0.006 0.446
H -3.740 1.283 -1.640
H 0.941 -0.806 -3.249
O 3.579 -1.117 0.182
H -1.606 -2.115 -1.983
H -1.475 -4.265 -0.432
H 1.524 2.918 -0.540
H -3.042 1.550 -0.323
H -2.118 -3.206 0.438
H 0.423 -2.197 3.343
O -1.270 3.707 0.395
H 1.397 -2.476 4.469
O 1.165 -1.817 3.814
H 2.662 -1.353 0.043
H 0.647 3.938 -1.233
H -2.999 -1.186 2.347
H -0.649 0.090 -2.808
O 0.798 2.996 -1.159
H 3.370 1.349 0.517
O 2.656 0.428 3.747
H 4.062 -1.644 -0.455
O -3.559 0.891 -0.785
O 1.444 -1.524 -3.633
H -1.884 4.133 -0.204
H 2.638 2.371 1.359
H -4.115 -1.410 1.349
H 0.034 1.197 -2.034
O -1.892 -3.405 -0.471
H 2.245 -0.407 3.524
H 2.282 -1.128 -3.872
O -1.984 -1.346 -2.408
O 3.110 2.270 0.533
H -2.706 -1.086 -1.836
H 1.922 1.032 3.866
*
```

Properties
ΔE to the lowest compared entry with this formula, charge and spin   0.7279 eV
Electronic energy   -33922.534 eV
Frontier orbital gap   10.282 eV
HOMO   -10.5 eV

natural (NBO) atomic charge list, values in e, 2 entries: H 0.473; O -0.977


No. 7
13 unconnected molecules or ions with the total composition H25O12S at a distorted geometry, computed with ωB97M-V/def2-TZVPD.

```
! wB97M-V def2-TZVPD RIJCOSX def2/J DEFGRID3
* xyz -1 1
O -1.287 0.159 -0.100
O -0.677 2.730 -2.530
H -0.875 -1.572 -3.265
H -0.674 3.051 0.221
H 1.202 0.678 3.084
H 0.613 -0.652 3.319
H 2.787 -2.323 2.223
O 3.502 -0.952 -1.362
O -3.636 -0.546 0.734
O 1.498 0.393 1.019
O -0.085 2.335 -0.038
O -0.902 -2.416 0.522
H 2.057 -1.379 1.245
H -1.472 -0.293 -0.933
H 1.725 2.628 -0.368
S 3.055 2.993 -0.578
H -0.260 2.528 -1.628
H -1.351 2.629 2.651
H -2.051 -2.635 -1.250
H -1.026 -0.110 -3.905
H 3.031 -1.099 -0.524
H 1.714 1.132 1.597
H -1.250 -3.225 -2.197
H -0.023 -2.519 0.929
H -0.860 1.108 -0.212
H -2.790 -0.083 0.478
H -1.030 -1.435 0.572
H -1.210 1.943 -2.683
O -1.588 1.878 3.199
H -1.802 1.162 2.589
O -2.203 -3.046 -2.118
O 1.395 -0.136 3.563
H 3.609 1.745 -0.775
H 3.197 -1.558 -2.038
O -1.393 -0.760 -3.300
H 0.796 0.853 0.528
O 2.271 -2.310 1.413
H -4.007 -0.897 -0.081
*
```

Properties
ΔE to the lowest compared entry with this formula, charge and spin   0.0000 eV
Electronic energy   -35813.391 eV
Frontier orbital gap   8.819 eV
HOMO   -6.3 eV

natural (NBO) atomic charge list, values in e, 2 entries: O -1.059; O -1.006


For reference, E_LUMO by record: -0.91, -0.46, -0.12, -0.38, -0.79, -0.20, 2.56 eV.